Arrangement a

# C3H7O2

A cluster of 3 separate species, C3H7O2 in total (wB97M-V/def2-TZVPD, the Open Molecules 2025 dataset).

XYZ file:
```
12
Properties=species:S:1:pos:R:3:mulliken_charge:R:1
C 0.71 0.88 -0.27 -0.08
O 1.72 1.51 -0.09 -0.49
H -0.24 1.09 0.22 0.26
H 0.76 0.13 -1.06 0.23
H 3.64 1.38 -3.06 0.00
C -1.46 -0.72 1.93 -0.70
C -1.97 -1.05 0.67 -0.09
O -2.40 -0.35 -0.28 -0.71
H -1.43 -1.50 2.68 0.18
H -0.74 0.08 2.01 0.12
H -2.02 -2.16 0.55 0.28
H 3.43 0.71 -3.30 0.00
```

Output
HOMO-LUMO gap (Eh): 0.2385
Highest occupied orbital energy (eV): -2.3093
Lowest unoccupied orbital energy (eV): 4.180
Total charge: -1

=====

Arrangement b

# C3H7O2

The ion C3H7O2 with charge -1 (wB97M-V/def2-TZVPD, the Open Molecules 2025 dataset).

XYZ file:
```
12
Properties=species:S:1:pos:R:3:mulliken_charge:R:1
O -1.01 -0.76 1.67 -0.87
C -0.57 0.47 1.35 -0.49
C -0.15 0.57 -0.19 -0.55
C 0.67 -0.64 -0.52 -0.28
O 0.79 -0.77 -1.97 -0.54
H -1.33 1.22 1.73 0.27
H 0.43 0.59 1.90 0.13
H 0.32 1.53 -0.40 0.24
H -1.06 0.58 -0.84 0.34
H 1.70 -0.55 -0.22 0.22
H 0.25 -1.58 -0.11 0.23
H -0.05 -0.66 -2.40 0.29
```

Output
HOMO-LUMO gap (Eh): 0.2273
Highest occupied orbital energy (eV): -2.0895
Lowest unoccupied orbital energy (eV): 4.095
Structure (SMILES): [O-]CCCO
Total charge: -1

=====

Relative to the most stable one, in eV, the structures come out at arrangement a 1.117; arrangement b 0.000.

=====

Arrangement a

# CH4N2S2

The molecule CH4N2S2 (wB97M-V/def2-TZVPD, the Open Molecules 2025 dataset).

XYZ file:
```
9
Properties=species:S:1:pos:R:3:mulliken_charge:R:1
S -1.55 -1.20 -0.27 -0.13
N -1.33 0.41 -0.16 -0.32
C -0.20 1.01 -0.20 0.20
N 1.07 0.42 -0.32 -0.34
S 1.58 -1.17 -0.25 -0.19
H -2.84 -1.18 0.22 0.13
H -0.19 2.14 0.15 0.22
H 1.93 1.12 -0.26 0.28
H 1.54 -1.54 1.09 0.15
```

Output
HOMO-LUMO gap (Eh): 0.3229
Highest occupied orbital energy (eV): -8.2094
Lowest unoccupied orbital energy (eV): 0.576
Structure (SMILES): S/N=C\NS

=====

Arrangement b

# CH4N2S2

The molecule CH4N2S2 (wB97M-V/def2-TZVPD, the Open Molecules 2025 dataset).

XYZ file:
```
9
Properties=species:S:1:pos:R:3:mulliken_charge:R:1
S 0.41 -1.29 -2.18 -0.13
N 0.78 -1.10 -0.48 -0.46
C 0.22 -0.08 0.03 0.06
N 0.15 0.40 1.37 -0.24
S -1.01 1.54 1.76 -0.15
H 1.58 -1.85 -2.52 0.15
H -0.33 0.58 -0.62 0.34
H 0.75 -0.10 2.00 0.27
H -0.24 2.71 1.56 0.15
```

Output
HOMO-LUMO gap (Eh): 0.3403
Highest occupied orbital energy (eV): -8.6089
Lowest unoccupied orbital energy (eV): 0.651
Structure (SMILES): S/N=C/NS

=====

Relative to the most stable one, in eV, the structures come out at arrangement a 0.428; arrangement b 0.000.

=====

Arrangement a

# CH4N2S2

The molecule CH4N2S2 (wB97M-V/def2-TZVPD, the Open Molecules 2025 dataset).

XYZ file:
```
9
Properties=species:S:1:pos:R:3:mulliken_charge:R:1
S 2.40 -0.33 -0.08 -0.19
N 0.67 -0.47 -0.15 -0.39
C 0.13 0.70 -0.18 0.09
N -1.23 0.75 -0.10 -0.28
S -2.09 -0.71 -0.18 -0.17
H 2.75 -1.58 -0.35 0.14
H 0.71 1.62 -0.25 0.35
H -1.75 1.48 0.42 0.29
H -1.59 -1.45 0.88 0.15
```

Output
HOMO-LUMO gap (Eh): 0.3328
Highest occupied orbital energy (eV): -8.3412
Lowest unoccupied orbital energy (eV): 0.715
Structure (SMILES): S/N=C/NS

=====

Arrangement b

# CH4N2S2

A cluster of 2 separate species, CH4N2S2 in total (wB97M-V/def2-TZVPD, the Open Molecules 2025 dataset).

XYZ file:
```
9
Properties=species:S:1:pos:R:3:mulliken_charge:R:1
C -0.07 -0.99 0.16 -0.70
N 0.22 2.54 0.32 0.00
N 1.36 2.74 0.17 -0.19
S 1.31 -0.43 -1.05 0.00
S 2.63 0.63 -0.07 -0.12
H -0.51 -0.03 0.57 0.22
H 0.21 -1.75 0.82 0.31
H -0.92 -1.39 -0.48 0.26
H -0.38 3.29 0.34 0.21
```

Output
HOMO-LUMO gap (spin up / spin down) (Eh): 0.2987 / 0.2792
Highest occupied orbital energy (spin up / spin down) (eV): -7.9560 / -8.3414
Lowest unoccupied orbital energy (spin up / spin down) (eV): 0.172 / -0.745

=====

Relative to the most stable one, in eV, the structures come out at arrangement a 0.000; arrangement b 1.370.

=====

Arrangement a

# CH4N2S2

A structure of composition CH4N2S2 (wB97M-V/def2-TZVPD, the Open Molecules 2025 dataset).

XYZ file:
```
9
Properties=species:S:1:pos:R:3:mulliken_charge:R:1
C 0.70 0.37 -0.02 0.46
H 2.61 1.00 0.01 0.22
H 1.44 2.25 0.06 0.24
H -0.74 1.78 0.46 0.33
H -0.76 -1.29 0.74 0.18
N 1.68 1.22 0.17 -0.35
N -0.53 0.99 -0.33 -0.41
S 1.03 -1.25 -0.05 -0.42
S -1.96 -0.09 0.05 -0.25
```

Output
HOMO-LUMO gap (Eh): 0.3258
Highest occupied orbital energy (eV): -8.5300
Lowest unoccupied orbital energy (eV): 0.335

=====

Arrangement b

# CH4N2S2

The molecule CH4N2S2 (wB97M-V/def2-TZVPD, the Open Molecules 2025 dataset).

XYZ file:
```
9
Properties=species:S:1:pos:R:3:mulliken_charge:R:1
S -0.21 -2.51 -1.68 -0.05
N 0.41 -1.06 -1.53 -0.22
C 0.11 -0.21 -0.44 -0.10
N -1.22 -0.19 -0.01 -0.29
S -1.90 1.31 0.29 -0.18
H 0.19 0.85 -0.66 0.21
H 0.85 -0.49 0.35 0.24
H -1.65 -1.02 0.49 0.28
H -0.92 2.03 0.83 0.11
```

Output
HOMO-LUMO gap (spin up / spin down) (Eh): 0.2601 / 0.2602
Highest occupied orbital energy (spin up / spin down) (eV): -8.4254 / -8.4350
Lowest unoccupied orbital energy (spin up / spin down) (eV): -1.346 / -1.353
Structure (SMILES): S=NCNS

=====

Relative to the most stable one, in eV, the structures come out at arrangement a 0.000; arrangement b 1.014.

=====

Arrangement a

# CH4N2S2

A structure of composition CH4N2S2 (wB97M-V/def2-TZVPD, the Open Molecules 2025 dataset).

XYZ file:
```
9
Properties=species:S:1:pos:R:3:mulliken_charge:R:1
C -0.11 -0.36 -0.08 0.26
H 2.81 -0.32 1.23 0.17
H 1.01 1.44 -0.39 0.36
H -0.27 -1.50 -0.34 0.25
H -3.35 1.03 -0.49 0.15
N 1.02 0.19 -0.04 -0.45
N -1.23 0.29 0.21 -0.48
S 2.82 -0.33 -0.08 -0.07
S -2.69 -0.43 -0.02 -0.20
```

Output
HOMO-LUMO gap (Eh): 0.2733
Highest occupied orbital energy (eV): -7.6838
Lowest unoccupied orbital energy (eV): -0.247

=====

Arrangement b

# CH4N2S2

A cluster of 2 separate species, CH4N2S2 in total (wB97M-V/def2-TZVPD, the Open Molecules 2025 dataset).

XYZ file:
```
9
Properties=species:S:1:pos:R:3:mulliken_charge:R:1
N -0.11 -0.58 -0.10 -0.52
S 0.28 -0.26 1.69 -0.39
H -0.26 -1.55 -0.31 0.34
H -0.98 -0.07 -0.44 0.36
H 0.64 -0.44 -0.80 0.32
N 0.87 2.25 0.45 -0.23
C 0.77 2.37 -0.70 0.27
S 0.37 2.40 -2.20 -0.42
H 1.03 1.55 1.30 0.26
```

Output
HOMO-LUMO gap (Eh): 0.3107
Highest occupied orbital energy (eV): -8.6758
Lowest unoccupied orbital energy (eV): -0.222
Structure (SMILES): [NH3+][S-].N=C=S

=====

Arrangement c

# CH4N2S2

The molecule CH4N2S2 (wB97M-V/def2-TZVPD, the Open Molecules 2025 dataset).

XYZ file:
```
9
Properties=species:S:1:pos:R:3:mulliken_charge:R:1
S -1.45 0.63 -1.10 -0.08
N 0.11 0.13 -1.58 -0.35
C 0.88 -0.55 -0.84 0.14
N 0.67 -1.00 0.48 -0.45
S 0.73 0.13 1.79 -0.09
H -1.61 0.10 0.13 0.08
H 1.84 -0.84 -1.28 0.32
H 1.22 -1.84 0.67 0.30
H -0.54 -0.11 2.17 0.12
```

Output
HOMO-LUMO gap (Eh): 0.3428
Highest occupied orbital energy (eV): -8.8111
Lowest unoccupied orbital energy (eV): 0.516
Structure (SMILES): S/N=C\NS

=====

Relative to the most stable one, in eV, the structures come out at arrangement a 3.019; arrangement b 0.218; arrangement c 0.000.

=====

Arrangement a

# C4H7ClN2

The molecule C4H7ClN2 (wB97M-V/def2-TZVPD, the Open Molecules 2025 dataset).

XYZ file:
```
14
Properties=species:S:1:pos:R:3:mulliken_charge:R:1
C 0.88 1.64 0.41 -0.79
N 1.53 0.59 -0.54 -0.41
C 1.20 -0.61 -0.55 -0.02
N 0.42 -1.38 0.25 -0.26
C -1.00 -1.10 0.31 -0.14
C -1.71 -0.13 -0.25 -0.22
Cl -3.46 0.27 -0.19 -0.17
H 0.21 1.25 1.27 0.27
H 0.16 2.18 -0.22 0.31
H 1.66 2.29 0.59 0.36
H 2.02 -1.21 -1.08 0.24
H 0.84 -2.46 0.05 0.34
H -1.60 -1.92 0.87 0.27
H -1.14 0.60 -0.93 0.24
```

Output
HOMO-LUMO gap (Eh): 0.3453
Highest occupied orbital energy (eV): -8.8643
Lowest unoccupied orbital energy (eV): 0.531
Structure (SMILES): C/N=C\N/C=C/Cl

=====

Arrangement b

# C4H7ClN2

The molecule C4H7ClN2 (wB97M-V/def2-TZVPD, the Open Molecules 2025 dataset).

XYZ file:
```
14
Properties=species:S:1:pos:R:3:mulliken_charge:R:1
H 1.15 1.65 2.29 0.24
N 1.19 0.92 1.63 -0.56
C 0.08 0.62 1.23 0.30
N -1.29 1.05 1.88 -0.35
Cl -1.16 1.59 3.50 -0.11
C -0.07 -0.07 -0.08 0.81
C -1.02 -0.98 -0.27 -0.94
C 0.99 0.15 -1.10 -1.06
H -1.81 0.22 1.75 0.28
H -1.04 -1.43 -1.35 0.20
H -1.66 -1.31 0.53 0.27
H 1.03 1.04 -1.63 0.28
H 1.87 -0.07 -0.55 0.33
H 0.80 -0.73 -1.79 0.31
```

Output
HOMO-LUMO gap (Eh): 0.3803
Highest occupied orbital energy (eV): -9.6372
Lowest unoccupied orbital energy (eV): 0.711
Structure (SMILES): [H]/N=C(\NCl)C(=C)C

=====

Arrangement c

# C4H7ClN2

The molecule C4H7ClN2 (wB97M-V/def2-TZVPD, the Open Molecules 2025 dataset).

XYZ file:
```
14
Properties=species:S:1:pos:R:3:mulliken_charge:R:1
C 2.20 0.87 0.99 -0.33
N 1.59 0.68 -0.23 -0.65
N 0.21 0.50 -0.35 0.31
C -0.14 -0.64 -1.15 -0.49
C -1.55 -0.60 -0.51 -0.08
Cl -2.82 0.55 -1.28 -0.25
C -0.76 0.11 0.68 -0.81
H 3.26 0.67 0.98 0.29
H 1.56 1.04 1.96 0.24
H 0.48 -1.62 -0.92 0.27
H -0.19 -0.25 -2.17 0.32
H -2.09 -1.54 -0.49 0.41
H -0.61 -0.74 1.41 0.29
H -1.13 0.96 1.07 0.48
```

Output
HOMO-LUMO gap (Eh): 0.3645
Highest occupied orbital energy (eV): -9.0258
Lowest unoccupied orbital energy (eV): 0.894
Structure (SMILES): C=NN1CC(Cl)C1

=====

Arrangement d

# C4H7ClN2

A structure of composition C4H7ClN2 (wB97M-V/def2-TZVPD, the Open Molecules 2025 dataset).

XYZ file:
```
14
Properties=species:S:1:pos:R:3:mulliken_charge:R:1
C 0.76 0.40 -1.13 0.24
C -0.70 0.77 -1.09 0.46
C 1.38 -0.56 -0.07 -0.95
C -1.31 1.63 -0.38 -0.87
N 0.17 -0.48 -2.28 -0.32
N -1.01 -0.06 -2.15 -0.32
Cl -2.14 -1.92 -0.02 -0.31
H 1.43 1.10 -1.63 0.38
H 2.24 -1.14 -0.47 0.33
H 0.64 -1.27 0.28 0.23
H 1.68 0.11 0.75 0.28
H -0.96 2.16 0.47 0.28
H -2.35 -1.72 -1.35 0.31
H -2.36 1.91 -0.45 0.26
```

Output
HOMO-LUMO gap (Eh): 0.3644
Highest occupied orbital energy (eV): -9.7523
Lowest unoccupied orbital energy (eV): 0.164

=====

Relative to the most stable one, in eV, the structures come out at arrangement a 0.261; arrangement b 0.000; arrangement c 1.070; arrangement d 0.540.